Formula: C16H26IrN6O6
Source: OMol25
Level of theory: ωB97M-V/def2-TZVPD

Output
Electronic energy (eV): -41064.46762
LUMO (spin up / spin down) (eV): -4.32 / -6.18
HOMO-LUMO gap (spin up / spin down) (eV): 5.497 / 5.960
HOMO energy (spin up / spin down) (eV): -9.81 / -12.14
Multiplicity: 5
Charge: +1

Geometry as XYZ:
```
55
C16H26IrN6O6, DFT ωB97M-V/def2-TZVPD
N 0.395 0.635 -1.072
H -0.317 -3.977 -2.318
C 3.641 -0.574 1.979
Ir -0.280 -0.936 0.255
N 1.237 -1.890 -0.597
O 1.118 -2.462 -1.722
H -4.345 -0.543 -2.108
N -1.478 0.447 1.112
H 4.462 -1.493 -0.749
H 0.305 2.318 1.308
H -2.932 2.745 1.152
C 2.462 -0.969 1.156
H -1.923 -1.823 2.011
C 1.499 3.885 -2.092
C 0.601 0.428 -2.362
H -2.830 -3.122 4.275
C -3.835 0.366 -1.785
H -4.582 1.034 -1.357
H 1.029 4.713 1.194
H -0.894 -3.075 1.252
O 1.151 0.343 2.504
N 1.026 1.561 -2.942
H 0.152 0.655 2.476
O -2.283 -3.790 3.845
H 3.519 -2.750 -1.601
H -4.382 1.932 0.496
C 3.715 -2.296 -0.625
H 1.766 5.713 -0.948
H -1.548 -3.312 -2.798
C -3.472 1.789 1.084
C 1.121 2.552 -1.980
H 4.124 0.328 1.566
H 1.800 4.273 -3.065
N 1.248 -0.454 1.433
H 3.348 -0.373 3.020
C -0.920 -2.046 1.639
H 4.381 -1.386 1.961
C -2.631 0.748 0.456
N -1.777 -0.814 -1.069
C -2.800 0.076 -0.762
H 4.176 -3.053 0.027
C 0.660 2.745 0.387
O -1.248 1.070 2.222
H -3.421 0.863 -2.672
C 0.718 1.971 -0.776
H -1.589 -4.028 4.488
O -1.738 -1.379 -2.186
C 2.472 -1.769 0.001
C 1.469 4.655 -0.929
H -3.746 1.483 2.102
H 1.236 1.641 -3.931
O -1.086 -4.168 -2.886
H 0.461 -0.504 -2.904
C 1.054 4.096 0.294
H -0.293 -2.080 2.543
```

Mulliken population analysis, charges in e, atoms 1 to 2: N -0.069; H 0.339



Formula: C16H26MgN2OSi
Source: OMol25
Level of theory: ωB97M-V/def2-TZVPD

Output
Electronic energy (eV): -35363.32939
LUMO (eV): -1.12
HOMO-LUMO gap (eV): 4.465
HOMO energy (eV): -5.58

Geometry as XYZ:
```
47
C16H26MgN2OSi, DFT ωB97M-V/def2-TZVPD
H -1.448 4.326 2.168
Si -1.654 2.049 3.098
H 4.898 0.279 -0.760
C 1.808 -0.829 -2.786
H -3.004 -1.745 -4.860
C -1.983 -1.681 -4.471
H -1.063 -1.008 2.004
C 3.044 -0.672 -3.448
C -1.497 -0.733 1.041
C 4.049 0.002 -1.379
C 0.565 -1.290 -3.423
H -3.670 2.078 1.497
H 2.598 0.245 0.244
H 2.068 -2.630 1.045
H -2.385 -1.315 0.769
H 0.979 -3.916 0.375
H 5.171 -0.279 -3.216
H -2.581 -1.372 -2.370
H 1.248 0.425 1.792
C -1.757 -1.475 -3.095
C 1.035 -2.915 0.842
C -0.867 -1.802 -5.311
H 1.332 2.145 1.315
H -1.954 4.403 3.893
H -1.390 -0.118 4.307
Mg -0.024 -1.806 -0.585
H -4.114 2.373 3.193
C -1.289 0.935 4.606
H -0.985 -2.054 -6.368
C 4.186 -0.308 -2.737
N -0.509 -1.418 -2.586
H 1.493 1.701 3.053
N 1.715 -0.576 -1.455
C 2.767 -0.065 -0.795
C -1.308 3.891 3.171
H 3.100 -0.860 -4.509
C 0.412 -1.586 -4.782
H -0.244 1.103 4.907
C -3.449 1.774 2.539
H 0.436 -2.883 1.778
H -1.947 1.128 5.461
H -3.748 0.717 2.656
O -0.416 1.587 2.115
C 0.982 1.460 2.103
H -1.654 0.336 0.913
H 1.307 -1.632 -5.399
H -0.251 4.014 3.448
```

Mulliken population analysis, charges in e, atoms 1 to 2: H 0.270; Si 0.509



Formula: C16H26N2OS
Source: OMol25
Level of theory: ωB97M-V/def2-TZVPD

Output
Electronic energy (eV): -32878.23600
Structure (SMILES): CCCCSCCCNC(=O)Nc1ccc(CC)cc1
LUMO (eV): 0.63
HOMO-LUMO gap (eV): 8.673
HOMO energy (eV): -8.04

Geometry as XYZ:
```
46
C16H26N2OS, DFT ωB97M-V/def2-TZVPD
H -2.159 0.908 -0.937
C 7.675 0.110 0.223
H 8.261 0.703 -0.483
H -5.924 -2.002 0.481
H -7.726 2.817 0.211
C -3.230 -1.331 0.233
C 5.245 0.099 0.874
C -7.640 1.746 0.377
H -1.891 -1.549 -1.428
C 3.488 0.315 -0.746
C 8.138 -1.347 0.164
C -6.311 1.425 1.050
C -5.999 -0.954 0.188
C 1.022 0.337 -0.333
C 6.215 0.213 -0.113
H -1.309 0.657 0.611
H -5.491 1.715 0.389
H 7.571 -1.951 0.868
H 3.157 0.063 1.350
C 3.897 0.148 0.573
C -6.160 -0.054 1.405
H -6.838 -0.840 -0.496
H -0.114 0.345 -2.053
C -1.417 0.299 -0.416
H 7.852 0.503 1.227
H 5.548 -0.029 1.903
C -1.861 -1.167 -0.404
H -3.484 -2.387 0.337
N -0.135 0.484 -1.055
H -6.226 2.012 1.967
H -1.132 -1.750 0.162
H 7.986 -1.752 -0.834
C 5.797 0.377 -1.428
S -4.525 -0.570 -0.814
N 2.145 0.366 -1.129
O 1.027 0.233 0.874
H -7.040 -0.389 1.960
H -5.293 -0.176 2.059
H -3.256 -0.849 1.210
C 4.454 0.429 -1.743
H -7.721 1.250 -0.587
H 4.148 0.561 -2.773
H 2.002 0.505 -2.119
H 9.195 -1.423 0.412
H -8.473 1.428 1.002
H 6.532 0.469 -2.215
```

Mulliken population analysis, charges in e, atoms 1 to 2: H 0.441; C -0.981



Formula: C16H27ClF2N2O12S
Source: OMol25
Level of theory: ωB97M-V/def2-TZVPD

Output
Electronic energy (eV): -73372.28208
Structure (SMILES): CC[C@H](Cl)OC(=O)N(CCCS(=O)(=O)O)C[C@H](O)CN.O=C1OC[C@@H](F)O1.O=C1OC[C@@H](F)O1
LUMO (eV): -0.02
HOMO-LUMO gap (eV): 8.925
HOMO energy (eV): -8.95

Geometry as XYZ:
```
61
C16H27ClF2N2O12S, DFT ωB97M-V/def2-TZVPD
C 1.506 3.025 -0.920
H 4.625 1.567 -2.864
C 2.526 1.835 -2.697
Cl 2.640 2.296 -4.438
F 3.547 -4.084 4.363
H 0.505 1.584 1.119
H 1.614 -2.679 6.106
C -3.351 -2.862 1.163
H 3.807 2.039 -0.312
H -3.592 1.800 -0.277
C 2.497 -0.981 3.627
H -0.493 -0.549 0.940
H -3.629 3.333 -0.828
C 3.810 1.115 -2.315
H 3.974 -2.468 5.453
C 1.815 -2.601 5.042
H 1.176 -3.297 4.497
C 0.509 1.127 0.129
H 5.229 1.148 -0.728
H -5.129 -4.050 1.606
S 0.921 -2.026 -1.135
O 1.666 3.847 -0.023
O 1.167 -2.414 0.393
H 1.672 1.177 -2.656
O 2.106 -1.373 -1.609
C -0.556 0.054 0.040
H -3.015 0.873 -2.273
O 3.415 -1.983 3.537
H 1.471 0.628 0.021
H -4.808 -3.807 -0.125
C 3.271 -2.800 4.688
C -1.595 2.468 -2.352
H -1.525 3.295 -4.096
O 0.506 -3.219 -1.792
N -3.833 2.373 -1.071
C -4.749 -3.353 0.865
O -3.363 -1.560 0.602
H -1.559 0.463 0.022
N 0.421 2.101 -0.951
H 1.690 -1.689 0.770
O -5.503 -2.133 0.879
C -0.878 2.792 -1.047
H -0.386 -0.360 -2.108
H 3.815 0.260 -0.303
C -0.434 -0.875 -1.157
H -1.023 1.673 -2.825
H 3.703 0.087 -2.630
H -1.315 -1.507 -1.173
C 4.149 1.148 -0.823
H -1.466 2.558 -0.169
O 1.576 -1.266 4.576
O 2.504 -0.002 2.962
H -3.112 -2.793 2.225
O -1.491 3.616 -3.197
O -4.972 0.016 0.463
C -3.047 1.958 -2.222
O 2.332 3.035 -1.991
H -0.727 3.865 -1.032
H -3.560 2.286 -3.124
C -4.656 -1.109 0.631
F -2.399 -3.602 0.545
```

Mulliken population analysis, charges in e, atoms 1 to 2: C 0.040; H 0.484



Formula: C16H27CuN4S4
Source: OMol25
Level of theory: ωB97M-V/def2-TZVPD

Output
Electronic energy (eV): -110971.93250
LUMO (eV): 0.30
HOMO-LUMO gap (eV): 6.502
HOMO energy (eV): -6.20

Geometry as XYZ:
```
52
C16H27CuN4S4, DFT ωB97M-V/def2-TZVPD
H -3.389 2.546 -4.189
H -3.330 -2.758 -0.400
H 3.615 -0.356 3.587
H -1.822 -4.870 -1.162
C -1.196 -2.890 -0.451
H 0.489 1.701 3.534
C -0.307 0.986 3.327
H -0.221 3.509 1.673
H -4.124 4.378 -2.644
C 3.436 0.425 1.604
C 0.105 2.636 1.103
H -1.143 1.265 3.972
H 1.116 -1.186 -2.148
C -2.459 -2.152 -0.149
N -0.368 0.739 -1.659
S 1.491 -1.150 2.777
C -1.031 -4.173 -0.931
H -2.366 4.406 -2.829
H -2.540 -1.889 0.910
C -3.206 3.825 -2.449
C 2.821 0.053 2.959
H 3.028 -3.807 -0.687
H 2.798 -2.140 -1.170
H 1.948 2.502 2.234
N 0.860 -0.713 -3.012
S -1.239 0.694 -4.043
N -1.476 1.561 -1.673
H 4.269 1.115 1.756
H 2.455 0.939 3.477
H -3.085 3.724 -1.372
C -0.139 0.192 -2.819
C 0.134 -0.424 3.709
H -0.208 2.791 0.071
S -0.840 1.186 1.608
H 3.850 -0.468 1.131
H 0.744 -1.350 -3.783
S 2.316 1.083 0.349
H 2.055 3.432 0.762
H -4.118 1.885 -2.745
C -2.027 1.640 -2.831
C -3.258 2.454 -3.110
H -0.687 -1.127 3.550
C 0.972 -3.218 -0.620
C 0.368 -4.385 -1.041
H 0.351 -0.437 4.779
H 0.877 -5.280 -1.364
C 1.624 2.527 1.195
H -2.533 -1.215 -0.711
N 0.021 -2.302 -0.258
Cu 0.259 -0.408 0.144
H 2.677 -2.581 0.526
C 2.431 -2.917 -0.485
```

Mulliken population analysis, charges in e, atoms 1 to 2: H 0.368; H 0.355